Entry from OMol25: a molecular structure, C35H47ClF9InN3O27 at a distorted geometry (ωB97M-V/def2-TZVPD).

Last column: Mulliken charge in e.
Element x y z (Å)
1 C 3.68 0.52 -3.68  -0.769
2 C 2.62 0.38 -4.59  -0.153
3 C 1.13 0.20 -4.06  -0.410
4 In 1.00 -1.85 -3.02  0.751
5 C -0.66 -2.97 -4.07  -1.119
6 C -1.84 -3.24 -2.99  0.614
7 C -3.21 -2.54 -3.39  -0.230
8 Cl -4.25 -2.38 -1.86  -0.308
9 C 3.04 -2.78 -3.20  -1.264
10 C 3.07 -4.38 -3.26  0.960
11 N 4.30 -4.80 -2.49  -0.851
12 N 3.31 -4.80 -4.66  -0.794
13 N 1.92 -5.05 -2.61  -0.493
14 H 3.53 0.84 -2.61  0.166
15 H 4.76 0.29 -3.98  0.242
16 H 2.89 0.42 -5.68  0.238
17 H 0.88 1.05 -3.36  0.250
18 H 0.47 0.17 -4.99  0.050
19 H 0.64 -1.47 -1.28  -0.468
20 H -0.38 -3.98 -4.49  0.281
21 H -1.14 -2.29 -4.85  0.228
22 H -1.58 -2.85 -1.96  -0.470
23 H -2.05 -4.35 -2.89  0.127
24 H -3.84 -3.17 -4.11  0.444
25 H -3.10 -1.50 -3.80  0.035
26 H 3.70 -2.45 -2.32  0.263
27 H 3.50 -2.40 -4.17  0.256
28 H 4.12 -4.60 -1.50  0.279
29 H 4.41 -5.82 -2.61  0.324
30 H 4.32 -4.61 -4.80  0.340
31 H 2.85 -4.17 -5.33  0.283
32 H 1.86 -4.85 -1.61  0.211
33 H 1.04 -4.90 -3.09  0.129
34 C 1.38 -5.77 2.47  -0.153
35 C 2.41 -6.21 1.47  0.236
36 O 2.68 -5.02 0.75  -0.181
37 C 2.46 -4.00 1.62  0.587
38 O 2.83 -2.88 1.45  -0.488
39 O 1.75 -4.41 2.71  -0.267
40 F 1.90 -7.13 0.63  -0.272
41 H 0.37 -5.80 2.07  0.067
42 H 1.42 -6.35 3.39  0.283
43 H 3.34 -6.58 1.92  0.217
44 C -1.77 -0.84 2.23  -0.394
45 C -0.85 -1.84 1.60  0.270
46 O -1.32 -1.91 0.27  0.079
47 C -1.85 -0.69 0.00  0.147
48 O -2.09 -0.28 -1.09  -0.327
49 O -2.06 0.03 1.14  -0.317
50 F -1.00 -3.07 2.17  -0.325
51 H -2.70 -1.29 2.59  0.269
52 H -1.30 -0.30 3.05  0.263
53 H 0.20 -1.56 1.60  0.307
54 C -4.33 0.51 -6.12  -0.438
55 C -4.12 1.65 -7.08  0.291
56 O -2.80 2.06 -6.81  -0.300
57 C -2.15 0.93 -6.38  0.537
58 O -0.97 0.82 -6.32  -0.506
59 O -3.02 -0.05 -6.04  -0.225
60 F -4.96 2.68 -6.79  -0.298
61 H -4.64 0.85 -5.13  0.265
62 H -5.05 -0.22 -6.49  0.308
63 H -4.22 1.38 -8.13  0.261
64 C -0.75 2.90 2.11  -0.247
65 C 0.30 3.96 2.03  0.457
66 O 1.28 3.51 2.94  -0.363
67 C 1.19 2.15 2.93  0.396
68 O 2.03 1.42 3.37  -0.492
69 O 0.03 1.73 2.37  -0.156
70 F -0.18 5.15 2.46  -0.307
71 H -1.45 3.06 2.93  0.254
72 H -1.31 2.79 1.18  0.068
73 H 0.74 4.09 1.04  0.330
74 C -5.59 3.85 0.18  -0.483
75 C -5.34 4.89 1.23  0.307
76 O -3.93 4.89 1.33  -0.295
77 C -3.47 4.53 0.10  0.678
78 O -2.34 4.68 -0.26  -0.506
79 O -4.45 3.98 -0.66  -0.230
80 F -5.86 4.51 2.42  -0.304
81 H -5.63 2.84 0.59  0.284
82 H -6.51 4.04 -0.38  0.273
83 H -5.69 5.89 0.97  0.298
84 C -4.46 -5.44 0.08  0.306
85 C -4.47 -6.68 -0.75  0.243
86 O -3.21 -7.27 -0.47  -0.294
87 C -2.90 -6.87 0.80  0.650
88 O -2.05 -7.38 1.47  -0.561
89 O -3.68 -5.83 1.21  -0.340
90 F -4.52 -6.38 -2.07  -0.257
91 H -3.97 -4.60 -0.42  -0.309
92 H -5.46 -5.13 0.39  0.317
93 H -5.27 -7.39 -0.50  0.237
94 C 3.80 1.11 5.94  -0.047
95 C 3.03 0.09 6.70  0.365
96 O 3.78 -0.07 7.89  -0.343
97 C 4.38 1.13 8.10  0.623
98 O 4.87 1.46 9.14  -0.519
99 O 4.35 1.91 6.98  -0.250
100 F 3.01 -1.10 6.04  -0.282
101 H 4.62 0.68 5.35  0.238
102 H 3.18 1.71 5.28  -0.032
103 H 2.00 0.39 6.94  0.272
104 C 5.42 5.04 8.60  -0.265
105 C 5.68 6.07 9.66  0.347
106 O 7.09 6.06 9.76  -0.310
107 C 7.55 5.70 8.53  0.643
108 O 8.67 5.85 8.16  -0.519
109 O 6.56 5.16 7.76  -0.297
110 F 5.16 5.69 10.85  -0.285
111 H 5.37 4.02 9.01  0.122
112 H 4.50 5.24 8.05  0.282
113 H 5.34 7.07 9.41  0.269
114 C -2.47 6.34 -4.96  -0.371
115 C -1.31 6.13 -4.03  0.328
116 O -1.66 6.91 -2.90  -0.286
117 C -3.02 6.92 -2.87  0.707
118 O -3.67 7.25 -1.92  -0.554
119 O -3.55 6.51 -4.05  -0.317
120 F -0.16 6.62 -4.56  -0.297
121 H -2.36 7.24 -5.57  0.264
122 H -2.63 5.49 -5.62  0.191
123 H -1.16 5.09 -3.73  0.333

HOMO-LUMO gap ... 5.613 eV
Net charge ... -1

=====

Entry from OMol25: a molecular structure, C35H47F3NO5PdSSe (ωB97M-V/def2-TZVPD).

Last column: Mulliken charge in e.
Element x y z (Å)
1 Pd -0.85 -1.92 1.07  0.975
2 C -1.98 5.45 2.18  -2.148
3 C -2.69 4.90 0.94  1.933
4 C -2.31 5.78 -0.26  -1.603
5 C -4.20 4.99 1.17  -1.630
6 C -2.29 3.45 0.66  -0.490
7 C -1.40 2.74 1.44  -0.023
8 C -1.09 1.42 1.14  -0.794
9 Se 0.23 0.54 2.22  -0.037
10 C 1.55 0.30 0.82  -0.706
11 C 2.34 1.41 0.55  0.051
12 C 3.30 1.39 -0.45  -0.845
13 C 3.42 0.21 -1.17  -0.076
14 C 2.64 -0.93 -0.95  -0.154
15 C 1.68 -0.90 0.09  1.296
16 O 0.98 -1.99 0.35  -0.780
17 C 2.89 -2.13 -1.88  2.403
18 C 4.35 -2.60 -1.72  -1.784
19 C 2.00 -3.35 -1.67  -2.175
20 C 2.67 -1.67 -3.34  -1.640
21 C 4.12 2.64 -0.74  2.014
22 C 5.13 2.43 -1.87  -2.148
23 C 3.19 3.79 -1.14  -1.722
24 C 4.90 3.05 0.53  -1.750
25 C -1.66 0.74 0.05  1.437
26 O -1.37 -0.51 -0.25  -0.981
27 C -2.54 1.47 -0.79  -0.721
28 C -2.83 2.78 -0.45  0.209
29 C -3.14 0.82 -2.04  2.581
30 C -3.97 -0.42 -1.65  -1.454
31 C -4.06 1.77 -2.80  -2.506
32 C -2.00 0.41 -2.99  -1.754
33 H -2.29 6.49 2.34  0.425
34 H -0.90 5.44 2.06  0.365
35 H -2.24 4.88 3.07  0.392
36 H -2.58 6.82 -0.07  0.467
37 H -2.82 5.46 -1.17  0.304
38 H -1.23 5.73 -0.45  0.307
39 H -4.50 6.02 1.36  0.457
40 H -4.49 4.38 2.03  0.350
41 H -4.76 4.62 0.30  0.292
42 H -0.91 3.19 2.29  0.488
43 H 2.17 2.30 1.14  0.430
44 H 4.15 0.16 -1.96  0.221
45 H 4.52 -2.93 -0.69  0.342
46 H 5.06 -1.80 -1.94  0.266
47 H 4.55 -3.44 -2.39  0.481
48 H 2.14 -3.79 -0.69  0.309
49 H 2.26 -4.10 -2.43  0.525
50 H 0.94 -3.11 -1.78  0.318
51 H 3.33 -0.85 -3.62  0.294
52 H 1.64 -1.34 -3.47  0.252
53 H 2.85 -2.50 -4.02  0.488
54 H 4.63 2.17 -2.80  0.374
55 H 5.84 1.63 -1.63  0.392
56 H 5.70 3.34 -2.03  0.439
57 H 2.62 3.52 -2.03  0.357
58 H 3.76 4.70 -1.35  0.448
59 H 2.47 4.02 -0.35  0.351
60 H 5.59 2.25 0.83  0.374
61 H 4.23 3.24 1.36  0.304
62 H 5.49 3.95 0.34  0.457
63 H -3.51 3.34 -1.09  0.344
64 H -4.77 -0.15 -0.97  0.336
65 H -3.35 -1.18 -1.17  0.003
66 H -4.41 -0.86 -2.55  0.494
67 H -4.92 2.08 -2.19  0.417
68 H -4.45 1.25 -3.68  0.460
69 H -3.53 2.66 -3.15  0.408
70 H -1.33 -0.30 -2.52  0.252
71 H -1.42 1.29 -3.29  0.318
72 H -2.42 -0.05 -3.89  0.444
73 F 1.95 -8.00 2.22  -0.265
74 C 1.73 -7.17 3.25  0.721
75 F 2.92 -6.92 3.82  -0.276
76 F 0.99 -7.85 4.15  -0.253
77 C 1.04 -5.91 2.81  0.530
78 C 0.06 -5.96 1.84  -0.968
79 C -0.59 -4.79 1.48  -0.454
80 N -0.28 -3.62 2.05  0.354
81 C 0.66 -3.57 2.99  -0.549
82 C 1.34 -4.69 3.41  -0.631
83 H -0.20 -6.89 1.35  0.452
84 H -1.38 -4.75 0.74  0.725
85 H 0.87 -2.59 3.40  0.467
86 H 2.11 -4.62 4.17  0.479
87 C -4.08 -3.90 2.93  -1.044
88 S -3.79 -2.95 1.45  1.226
89 O -3.27 -3.90 0.47  -0.735
90 O -5.03 -2.31 1.14  -0.598
91 O -2.74 -1.97 1.89  -0.812
92 H -4.74 -4.72 2.67  0.340
93 H -4.53 -3.26 3.68  0.334
94 H -3.12 -4.29 3.29  0.228

HOMO-LUMO gap ... 6.425 eV
Net charge ... -1

=====

Entry from OMol25: a molecular structure, C35H47FeOP2S2Si3 at a distorted geometry (ωB97M-V/def2-TZVPD).

Last column: Mulliken spin population.
Element x y z (Å)
1 Fe -0.14 0.06 0.25  3.538
2 S -2.00 -1.21 1.10  0.113
3 P -1.31 -2.54 -0.32  0.404
4 C 0.37 -1.85 0.34  0.448
5 P 1.06 -1.94 1.97  -0.087
6 S 1.17 -0.01 2.48  0.056
7 C 2.69 -2.73 1.86  -0.014
8 C 3.66 -2.41 2.81  0.007
9 C 4.91 -3.01 2.75  0.004
10 C 5.20 -3.92 1.73  0.001
11 C 4.24 -4.22 0.78  0.004
12 C 2.98 -3.63 0.84  0.049
13 C 0.25 -2.91 3.28  0.008
14 C 0.55 -4.26 3.44  -0.001
15 C -0.07 -5.00 4.44  -0.002
16 C -0.98 -4.39 5.28  0.003
17 C -1.28 -3.04 5.13  0.004
18 C -0.67 -2.30 4.13  0.005
19 C -2.93 -2.88 -1.29  0.148
20 C -4.18 -2.88 -0.68  0.029
21 C -5.31 -3.22 -1.41  0.017
22 C -5.20 -3.56 -2.75  0.001
23 C -3.96 -3.55 -3.36  0.026
24 C -2.83 -3.21 -2.63  0.067
25 C -1.09 -4.28 0.21  -0.015
26 C -0.14 -5.03 -0.48  0.039
27 C 0.07 -6.36 -0.16  0.025
28 C -0.66 -6.95 0.86  -0.002
29 C -1.60 -6.20 1.56  0.005
30 C -1.81 -4.87 1.23  -0.019
31 H 3.43 -1.69 3.59  -0.003
32 H 5.66 -2.76 3.49  0.000
33 H 6.17 -4.38 1.69  0.000
34 H 4.46 -4.93 -0.01  0.000
35 H 2.23 -3.87 0.10  -0.002
36 H 1.26 -4.74 2.78  0.003
37 H 0.17 -6.05 4.56  0.000
38 H -1.47 -4.96 6.06  0.000
39 H -1.99 -2.56 5.80  0.000
40 H -0.88 -1.24 4.01  0.008
41 H -4.28 -2.60 0.36  0.003
42 H -6.28 -3.22 -0.93  0.000
43 H -6.08 -3.82 -3.32  0.000
44 H -3.87 -3.80 -4.41  0.001
45 H -1.85 -3.20 -3.11  0.021
46 H 0.43 -4.57 -1.29  0.008
47 H 0.80 -6.94 -0.71  0.001
48 H -0.49 -7.99 1.12  0.000
49 H -2.16 -6.66 2.36  0.000
50 H -2.54 -4.29 1.79  -0.002
51 C 3.06 -0.07 -0.74  0.008
52 O 1.83 0.61 -0.63  -0.009
53 Si 1.56 2.27 -0.41  -0.030
54 C 2.11 3.17 -1.97  0.003
55 C 2.68 2.90 0.94  0.003
56 C -0.25 2.11 -0.10  0.080
57 Si -1.03 3.19 1.21  0.017
58 C -0.28 3.02 2.92  0.001
59 C -2.86 2.82 1.43  -0.001
60 C -0.82 5.00 0.72  0.002
61 Si -1.24 1.84 -1.68  -0.040
62 C -3.03 1.31 -1.49  0.007
63 C -1.34 3.40 -2.73  0.012
64 C -0.44 0.47 -2.72  -0.007
65 H 3.60 0.26 -1.63  0.000
66 H 2.85 -1.14 -0.82  -0.005
67 H 3.68 0.09 0.15  0.001
68 H 3.20 3.15 -2.05  0.000
69 H 1.80 4.21 -1.93  0.000
70 H 1.69 2.73 -2.87  0.000
71 H 3.72 2.88 0.60  0.000
72 H 2.61 2.30 1.85  -0.001
73 H 2.45 3.94 1.20  0.001
74 H -0.61 2.10 3.41  0.000
75 H -0.60 3.86 3.54  0.000
76 H 0.81 3.01 2.92  0.000
77 H -3.05 1.74 1.40  0.003
78 H -3.48 3.29 0.67  0.000
79 H -3.19 3.19 2.40  0.000
80 H 0.24 5.24 0.59  0.000
81 H -1.22 5.67 1.48  0.000
82 H -1.32 5.21 -0.23  0.000
83 H -3.67 2.14 -1.18  0.000
84 H -3.19 0.48 -0.80  0.006
85 H -3.38 0.98 -2.48  0.001
86 H -1.84 4.19 -2.16  0.000
87 H -1.94 3.22 -3.62  0.001
88 H -0.37 3.78 -3.03  0.000
89 H -0.35 -0.49 -2.20  0.040
90 H 0.56 0.73 -3.07  0.000
91 H -1.08 0.28 -3.59  0.005

2S+1 ... 6
HOMO-LUMO gap (alpha / beta) ... 5.733 / 6.648 eV

=====

Entry from OMol25: a molecular structure, C35H47IrO4PSi2 at a distorted geometry (ωB97M-V/def2-TZVPD).

Last column: Mulliken spin population.
Element x y z (Å)
1 Ir -0.09 -0.67 0.50  1.000
2 C -1.40 2.24 1.51  0.007
3 C -1.26 2.77 0.08  -0.003
4 O -0.91 1.66 -0.74  0.049
5 C -0.62 1.95 -2.10  -0.004
6 C 0.73 1.33 -2.50  0.000
7 O 0.91 0.06 -1.87  0.059
8 C 2.27 -0.33 -1.72  -0.001
9 C 2.97 0.42 -0.56  0.005
10 O 2.07 0.64 0.52  0.067
11 C 1.86 2.02 0.81  0.000
12 C 0.94 2.13 2.02  -0.001
13 O -0.29 1.44 1.89  0.038
14 H -2.26 1.57 1.58  0.001
15 H -1.51 3.08 2.20  -0.003
16 H -0.48 3.54 0.03  -0.001
17 H -2.20 3.23 -0.24  -0.001
18 H -0.57 3.03 -2.27  -0.001
19 H -1.42 1.52 -2.72  -0.002
20 H 1.55 2.01 -2.23  0.000
21 H 0.74 1.20 -3.59  0.000
22 H 2.83 -0.19 -2.64  -0.002
23 H 2.21 -1.39 -1.48  -0.006
24 H 3.37 1.38 -0.91  -0.001
25 H 3.81 -0.18 -0.20  0.004
26 H 1.46 2.53 -0.06  0.000
27 H 2.82 2.49 1.07  0.000
28 H 0.76 3.19 2.23  -0.001
29 H 1.45 1.69 2.87  0.004
30 C -0.31 -5.74 -3.80  -0.006
31 C -1.46 -5.20 -3.24  0.002
32 C -1.37 -4.33 -2.17  0.000
33 C -0.13 -4.01 -1.63  -0.016
34 C 1.02 -4.51 -2.22  -0.011
35 C 0.93 -5.39 -3.29  0.002
36 Si 0.06 -3.10 0.06  -0.039
37 C -1.41 -3.79 1.13  -0.066
38 C -1.65 -5.16 1.18  -0.009
39 C -2.67 -5.66 1.97  -0.002
40 C -3.47 -4.80 2.71  0.004
41 C -3.24 -3.44 2.66  0.009
42 C -2.21 -2.94 1.89  0.074
43 H -0.38 -6.42 -4.63  0.000
44 H -2.43 -5.47 -3.63  0.000
45 H -2.28 -3.94 -1.74  0.002
46 H 1.99 -4.26 -1.83  -0.001
47 H 1.83 -5.81 -3.71  0.000
48 H 1.23 -3.90 0.56  -0.004
49 H -1.04 -5.84 0.60  0.001
50 H -2.85 -6.73 2.01  0.000
51 H -4.26 -5.20 3.33  0.001
52 H -3.86 -2.76 3.23  0.001
53 H -2.01 -1.86 1.87  0.044
54 C -6.86 0.29 1.32  -0.005
55 C -6.02 1.34 0.99  0.002
56 C -4.81 1.09 0.37  -0.020
57 C -4.41 -0.22 0.10  -0.015
58 C -5.26 -1.26 0.45  -0.020
59 C -6.48 -1.01 1.06  0.001
60 Si -2.78 -0.70 -0.75  0.016
61 C -3.00 -0.28 -2.60  -0.003
62 C -3.94 0.62 -3.08  -0.017
63 C -4.13 0.78 -4.44  0.001
64 C -3.38 0.04 -5.34  -0.015
65 C -2.42 -0.85 -4.88  0.006
66 C -2.23 -1.01 -3.52  -0.017
67 H -7.82 0.49 1.78  0.000
68 H -6.32 2.36 1.20  0.000
69 H -4.17 1.92 0.10  0.000
70 H -4.98 -2.28 0.24  0.001
71 H -7.13 -1.83 1.31  0.000
72 H -2.83 -2.19 -0.79  -0.054
73 H -4.56 1.19 -2.40  -0.001
74 H -4.88 1.47 -4.80  0.000
75 H -3.55 0.15 -6.40  -0.001
76 H -1.82 -1.41 -5.57  0.000
77 H -1.49 -1.71 -3.17  -0.003
78 C 2.02 -0.26 4.14  -0.006
79 P 1.08 -1.37 3.00  -0.022
80 C 2.29 -2.74 2.86  -0.004
81 C -0.05 -2.11 4.24  -0.015
82 H 2.42 -0.87 4.95  -0.002
83 H 1.37 0.49 4.57  0.001
84 H 2.86 0.21 3.63  0.001
85 H 2.86 -2.82 3.79  -0.003
86 H 2.98 -2.58 2.04  0.001
87 H 1.77 -3.68 2.69  0.000
88 H 0.53 -2.42 5.10  -0.004
89 H -0.56 -2.98 3.82  0.005
90 H -0.80 -1.39 4.56  0.002

2S+1 ... 2
HOMO-LUMO gap (alpha / beta) ... 5.087 / 5.786 eV
Relative energy (zero: lowest compared OMol25 entry of this formula, charge and spin) ... 93.05 kcal/mol
Net charge ... +2